C39H57F6I2NO18P as an isolated structure, computed with ωB97M-V/def2-TZVPD.

## Properties
Highest occupied orbital energy = -11.62 eV
Maximum force = 9.65 eV/Å
Net charge = +1
Energy = -4464.3577 a.u.
Kohn-Sham gap = 0.298 hartree

Last column: Mulliken charge in e.
Geometry (Å):
C: -4.75430 0.52610 -3.24769  -0.9410
C: -3.11218 0.63106 -3.04748  0.1943
C: -2.69918 1.94035 -2.12518  -0.7569
C: -1.04536 2.06376 -2.07520  0.3167
N: -0.48039 1.83853 -0.65137  0.5877
C: 0.94563 2.30853 -0.71617  -0.7380
C: 1.53528 2.90791 0.72226  0.8749
C: 2.53884 4.21331 0.42593  -1.1058
C: 3.95210 4.15071 1.25356  -0.1459
C: 5.23302 4.61907 0.28651  -0.2556
O: 6.35283 3.67232 0.42058  -0.2853
C: 6.98472 3.40526 -0.88238  0.2323
O: 7.97837 2.49146 -0.91055  -0.5102
C: 1.82157 1.06360 -1.32615  0.1616
P: 3.64216 1.65510 -1.69608  0.5358
O: 4.47552 1.40616 -0.34994  -0.6071
O: 1.93738 0.08224 -0.26062  -0.0283
C: 0.63347 -0.46432 0.19068  2.1535
C: 0.43445 -1.97711 -0.50690  0.0702
C: 1.25202 -2.22742 -1.88478  -0.8710
C: 0.43008 -1.76753 -3.26805  0.9936
C: 1.41015 -1.56271 -4.56718  0.0205
O: 1.41159 -2.46289 -5.57825  -0.5601
O: 2.26094 -0.32900 -4.62965  -0.2683
C: 1.37287 0.68899 -5.27691  -0.0712
C: 1.77387 2.23876 -4.90090  -0.6206
C: 0.91539 -0.85173 1.75957  -0.8365
O: 0.12678 -0.65811 2.81789  -0.5725
C: 2.29608 -1.67269 2.24759  0.6930
F: 3.09433 -2.23685 1.15066  -0.2666
F: 1.74435 -2.86385 2.99928  -0.3087
C: 3.24818 -0.80104 3.25194  0.5122
F: 4.65798 -0.95829 2.73230  -0.3128
F: 2.98960 0.65711 3.26683  -0.2574
C: 3.27184 -1.29389 4.81484  0.6641
F: 4.21553 -0.34809 5.52279  -0.2769
F: 3.84692 -2.64977 5.03384  -0.2724
C: 1.81403 -1.07107 5.60470  0.3048
O: 1.18957 0.13113 5.61204  -0.4345
O: 1.10094 -2.16924 6.29497  -0.4173
C: -0.67684 0.38330 -0.19827  0.6554
C: -2.04995 0.15579 0.68810  -0.8128
I: -3.54383 -1.38217 0.04940  0.0862
C: -2.47005 0.90395 1.89767  -0.2032
C: -1.52447 2.05621 2.56054  -0.6138
I: -4.40642 0.46033 2.91574  0.0942
H: -4.91967 -0.03593 -4.28718  0.3137
H: -5.28266 1.57619 -3.24672  0.2865
H: -5.20717 -0.18454 -2.42191  0.1788
H: -2.60765 -0.37081 -2.71422  -0.0663
H: -2.68140 0.86659 -4.13548  0.2126
H: -3.21181 1.97244 -1.07512  0.2103
H: -3.12343 2.88483 -2.71995  0.4016
H: -0.58043 1.34491 -2.86960  -0.5302
H: -0.82196 3.17031 -2.46374  0.6613
H: -1.01090 2.53257 -0.08163  0.6472
H: 1.11169 3.21142 -1.48147  0.7295
H: 0.58434 3.39635 1.25404  0.0834
H: 2.07620 2.10666 1.37646  -0.7279
H: 1.99778 5.22780 0.74431  0.4505
H: 2.80646 4.33725 -0.70617  0.2517
H: 4.13114 3.10985 1.75719  0.0344
H: 3.93618 4.95719 2.13097  0.3536
H: 5.62671 5.70710 0.57179  0.1741
H: 4.95647 4.66609 -0.85039  0.1872
H: 6.74267 3.95420 -1.89523  0.2984
H: 1.42389 0.66941 -2.35320  -0.9664
H: 3.70720 3.00924 -2.18034  0.1970
H: 4.22265 0.73340 -2.67618  0.1891
H: 0.75308 -2.84799 0.24610  0.4858
H: -0.71178 -2.20177 -0.74206  -0.0502
H: 2.35504 -1.84409 -1.92846  0.2315
H: 1.33794 -3.41449 -2.00448  0.5133
H: -0.35554 -2.63389 -3.48433  0.4977
H: -0.17791 -0.77890 -3.13331  -0.8805
H: 1.53866 0.58231 -6.45033  0.3604
H: 0.25383 0.53784 -4.95043  0.0834
H: 1.77640 2.46120 -3.75080  -0.0642
H: 1.01706 3.02710 -5.38041  0.3251
H: 2.84282 2.53368 -5.34044  0.3066
H: 1.58352 -2.29468 7.17184  0.3655
H: -1.02188 -0.10424 -1.24433  -1.3519
H: -0.37084 1.87625 2.48493  0.0145
H: -1.85234 3.09874 2.07985  0.2686
H: -1.75558 2.18435 3.72477  0.4951
C: -3.53665 -5.89498 3.34595  -1.4371
C: -5.00688 -5.83570 2.98445  0.6194
C: -5.37176 -6.72285 1.83243  -0.4769
O: -6.47788 -6.05187 1.25899  -0.2927
C: -6.32052 -4.72583 1.55823  0.5902
O: -6.96103 -3.82524 1.04398  -0.5848
O: -5.35249 -4.54580 2.50242  -0.2863
H: -2.92006 -5.40339 2.58325  0.3234
H: -3.35752 -5.35709 4.28425  0.3697
H: -3.19498 -6.92657 3.47146  0.3661
H: -5.62534 -6.05010 3.86450  0.2473
H: -5.65668 -7.72697 2.15880  0.3733
H: -4.58338 -6.80390 1.07567  0.1940
C: -7.02552 -8.09219 -2.95965  -1.3842
C: -6.11915 -9.05293 -2.21719  0.4352
C: -6.77977 -10.35720 -1.88584  -0.5121
O: -6.10364 -10.76046 -0.70992  -0.3298
C: -5.67422 -9.61287 -0.10058  0.6377
O: -5.24903 -9.55916 1.04052  -0.5501
O: -5.78819 -8.53999 -0.93540  -0.2382
H: -7.80809 -7.69532 -2.30114  0.3515
H: -6.45006 -7.22883 -3.31359  0.3362
H: -7.49461 -8.56965 -3.82490  0.3770
H: -5.18794 -9.20797 -2.77554  0.2435
H: -6.64995 -11.09888 -2.67894  0.3289
H: -7.84736 -10.26158 -1.65800  0.3113
C: 5.68447 8.31139 3.23476  -1.3749
C: 5.18639 9.08486 2.03083  0.4900
C: 4.48086 10.35721 2.39232  -0.5267
O: 3.57200 10.52621 1.32089  -0.3220
C: 3.30332 9.27231 0.84319  0.5691
O: 2.39840 9.01176 0.06924  -0.5645
O: 4.17720 8.35509 1.34919  -0.1931
H: 4.85190 7.86275 3.79072  0.3449
H: 6.32455 7.48225 2.91127  0.3292
H: 6.26335 8.94816 3.91010  0.3834
H: 6.00880 9.27024 1.32925  0.2315
H: 5.16698 11.20658 2.45365  0.3357
H: 3.91031 10.29131 3.32555  0.3130

Forces on atoms 1 to 6 (eV/Å):
C 0.60 -1.28 -0.23
C -0.40 1.18 -0.99
C -0.12 -0.17 -1.11
C -2.19 1.19 -1.84
N 0.00 1.51 -1.21
C 3.57 0.75 -0.26

***

C48H46CdN7OS3Te as an isolated structure, computed with ωB97M-V/def2-TZVPD.

## Properties
Expectation value of S² = 0.754
Highest occupied orbital energy (alpha / beta) = -6.28 / -7.62 eV
ΔE to the lowest compared entry with this formula, charge and spin = 36.9 kJ/mol
Maximum force = 1.35 eV/Å
Energy = -3945.5543 a.u.
Kohn-Sham gap (alpha / beta) = 0.222 / 0.262 hartree
Spin multiplicity = 2

Last column: Mulliken charge in e.
Geometry (Å):
Cd: 0.00944 0.83412 -0.94751  2.9794
S: 2.50882 1.00276 -1.42134  -0.4266
C: 2.60681 2.24354 -0.21975  0.6253
N: 3.75157 2.34368 0.53192  0.2129
C: 3.89093 3.45778 1.44562  -0.7755
C: 2.54933 3.73951 2.09170  -0.8519
N: 1.59026 4.01805 1.04777  0.4238
C: 0.62860 5.07775 1.29197  -1.4514
C: 1.30393 6.42772 1.22061  0.6509
C: 1.36910 7.26560 2.32630  -0.3645
C: 2.03904 8.47978 2.25144  -0.5893
C: 2.65340 8.86216 1.07029  -0.3938
C: 2.59370 8.02827 -0.03916  -0.6957
C: 1.92299 6.81911 0.03578  -0.1888
C: 1.56327 3.19883 -0.04253  -0.4234
S: 0.29764 3.34861 -1.20027  -0.4881
C: 4.73797 1.28431 0.63215  -1.3087
C: 4.64657 0.55362 1.95128  0.8304
C: 5.72476 0.51301 2.82851  -0.3599
C: 5.62007 -0.15665 4.04031  -0.6061
C: 4.43612 -0.79254 4.38180  -0.6359
C: 3.35422 -0.75511 3.51131  -1.0699
C: 3.45708 -0.08081 2.30432  -0.1802
H: 4.23225 4.34894 0.90549  0.3786
H: 4.62938 3.20094 2.20507  0.4502
H: 2.61556 4.60344 2.75259  0.4244
H: 2.24071 2.86157 2.67346  0.3029
H: 0.16411 4.93274 2.27194  0.4122
H: -0.14132 4.99926 0.52815  0.4377
H: 0.89017 6.96936 3.25261  0.3667
H: 2.08514 9.12267 3.12094  0.3762
H: 3.17925 9.80615 1.01310  0.3730
H: 3.07133 8.32423 -0.96430  0.3994
H: 1.87330 6.16567 -0.82813  0.4360
H: 5.73838 1.70787 0.49886  0.3176
H: 4.54350 0.60314 -0.19256  0.0365
H: 6.65190 1.00770 2.56073  0.4028
H: 6.46336 -0.17725 4.71843  0.3957
H: 4.35363 -1.31395 5.32637  0.3974
H: 2.42750 -1.25199 3.76864  0.5439
H: 2.60300 -0.03827 1.63693  0.8108
N: -1.90699 -0.43081 5.07459  -0.6900
C: -1.72536 -0.29357 3.93926  0.5482
N: -1.56117 -0.24524 2.63987  -0.5476
C: -0.68922 0.34960 1.93575  0.1469
N: 0.10276 0.85929 1.23266  -0.1247
C: -5.28200 -7.24693 0.43401  -1.6077
C: -4.49519 -5.98139 0.24122  0.5946
C: -3.59258 -5.53739 1.19385  -0.9318
C: -2.87582 -4.35827 1.02770  0.9709
C: -1.92353 -3.94145 2.11698  -1.5101
C: -3.07878 -3.59224 -0.12817  -0.1425
Te: -1.91619 -1.81097 -0.31289  0.1474
N: -3.54821 -0.77645 -0.68495  -0.7994
C: -3.32966 0.51605 -0.82100  -0.0255
O: -2.18891 1.07617 -0.90514  -1.5045
C: -4.54526 1.37436 -0.93254  0.5211
C: -5.81545 0.81856 -0.79452  -0.3306
C: -6.94228 1.61026 -0.93142  -0.7133
C: -6.81150 2.96537 -1.20552  -0.3795
C: -5.54795 3.52656 -1.31842  -0.6894
C: -4.41721 2.73713 -1.17995  -0.3413
C: -1.30312 -2.24316 -2.31422  1.4438
C: -1.43716 -1.22912 -3.25828  -0.8453
C: -0.98723 -1.41297 -4.55669  -0.8829
C: -0.40064 -2.61709 -4.90940  -0.6872
C: -0.25042 -3.62071 -3.96503  -0.7017
C: -0.68923 -3.45732 -2.65252  0.7082
C: -0.48464 -4.57610 -1.66710  -1.7872
C: -3.97821 -4.02702 -1.11449  1.4010
C: -4.22269 -3.30398 -2.41223  -1.6540
C: -4.67160 -5.21210 -0.90062  -0.8404
H: -4.88654 -7.83538 1.26012  0.3736
H: -5.26372 -7.85614 -0.46976  0.3675
H: -6.32422 -7.00935 0.65445  0.3218
H: -3.43579 -6.12166 2.09318  0.3535
H: -1.63184 -4.79892 2.72129  0.4530
H: -2.40165 -3.22012 2.78073  0.3623
H: -1.01338 -3.48916 1.71678  0.2176
H: -5.90534 -0.23693 -0.58103  0.4703
H: -7.92457 1.16935 -0.82268  0.4028
H: -7.69265 3.58154 -1.33025  0.3826
H: -5.44160 4.58570 -1.51460  0.4113
H: -3.42561 3.16322 -1.26400  0.4792
H: -1.92525 -0.29697 -2.98981  0.5669
H: -1.10823 -0.62393 -5.28670  0.4597
H: -0.04002 -2.77162 -5.91802  0.3964
H: 0.22691 -4.55207 -4.24714  0.4575
H: 0.43417 -5.11627 -1.89528  0.5276
H: -1.31717 -5.28324 -1.69958  0.3429
H: -0.40557 -4.19826 -0.65219  0.1643
H: -4.16984 -2.22777 -2.28028  0.1675
H: -5.20830 -3.55939 -2.80048  0.5526
H: -3.48737 -3.60806 -3.16000  0.2360
H: -5.36697 -5.54891 -1.66151  0.4490
S: 1.47809 -2.26125 0.09150  -0.1611
C: 2.80758 -2.21449 -0.91941  -0.1250
N: 4.04684 -2.08145 -0.35836  0.1435
C: 5.19715 -2.00604 -1.06518  -0.3034
C: 5.17762 -2.08877 -2.41955  -0.6894
C: 3.92551 -2.22584 -3.06319  -0.1969
C: 2.77396 -2.28794 -2.33692  -0.1932
H: 4.05127 -1.96102 0.64900  0.1168
H: 6.10630 -1.87775 -0.49501  0.4368
H: 6.09150 -2.01877 -2.98829  0.4257
H: 3.88857 -2.26347 -4.14403  0.4524
H: 1.80880 -2.36330 -2.81548  0.2572

Forces on atoms 1 to 6 (eV/Å):
Cd 0.50 0.45 -0.26
S -0.04 -0.23 -0.17
C 0.42 -0.05 -0.01
N -0.37 -0.06 -0.07
C -0.07 0.20 0.08
C 0.23 -0.10 0.05